Record 1
The molecule C7H8BBrO2 in a non-equilibrium geometry, computed with ωB97M-V with the def2-TZVPD basis set.

- ΔE to the lowest compared entry with this formula, charge and spin (kJ/mol) = 294.6
- molar mass (g/mol) = 214.86
- SMILES string = OB(O)[C@@H]1C=CC=C/C1=C/Br
- E_tot (a.u.) = -3020.89541

Geometry as ORCA input:
```
! RIJCOSX wB97M-V def2-TZVPD def2/J DEFGRID3
* xyz 0 1
O -0.3130 2.9893 -0.3277
H -1.9044 -2.1747 0.9318
O -0.5233 1.7280 1.5743
Br 3.6896 -0.2984 -0.7568
C -1.8299 -0.6251 -0.5871
C -0.8633 0.0887 -1.2263
C 0.9898 -0.6541 0.3140
H 0.4374 -2.2875 1.4457
C 0.3972 0.4331 -0.5782
H -0.1288 0.9889 2.1583
C 2.2891 -1.1168 0.2814
C -1.3561 -1.4558 0.4584
C -0.0320 -1.5092 0.8473
H 2.5569 -1.8029 1.0618
H -0.5521 3.1358 -1.2670
H 1.2364 0.9387 -1.2969
B -0.1546 1.8137 0.2563
H -1.1558 0.5902 -2.2553
H -2.7831 -0.7819 -1.0339
*
```

=====

Record 2
A structure of composition C18H13AsBrN2O9OsS2, computed with ωB97M-V with the def2-TZVPD basis set.

- molar mass (g/mol) = 810.50
- E_tot (a.u.) = -7176.97881

Geometry as ORCA input:
```
! RIJCOSX wB97M-V def2-TZVPD def2/J DEFGRID3
* xyz 1 1
O -3.1275 1.7944 0.8955
C -2.7766 -1.5747 -0.9412
N 1.9705 -0.2411 -0.2543
C 2.1765 -2.5338 2.8995
H 3.3684 3.5447 -3.0522
C -3.3260 -2.8452 -0.8733
S -2.2778 0.8982 0.2081
C 1.9116 2.3606 -2.0462
C -3.6749 -1.1067 1.2702
C 2.8327 -0.3865 1.9724
S 1.5173 -1.7499 0.2695
C 0.3634 4.5960 -1.8919
C 1.6081 4.6674 -2.5090
C 2.1670 -1.5998 1.8827
O -1.7943 -2.6474 -3.5105
C 2.3938 3.5280 -2.5881
H -4.4694 -4.2391 0.2814
O 2.0669 -2.8560 -0.4242
O -1.8672 1.1901 -1.1944
As -1.8764 -1.2973 -2.6381
H -3.8137 -0.4130 2.0888
C -0.0603 3.3929 -1.3875
O 3.0485 1.6009 0.6336
H -3.1851 -3.5188 -1.7096
H 4.0535 -0.7342 5.0822
H -2.8969 -0.3330 -4.3713
Br 2.2132 6.2815 -3.2174
C 3.5233 -0.9679 4.1692
H -4.7914 -2.6903 2.1813
H -0.2702 5.4663 -1.8071
C -4.0446 -3.2449 0.2508
H 2.8852 -2.8862 4.8848
H 4.0392 0.8938 3.1932
O -2.6820 -0.0103 -3.4830
C -4.2235 -2.3820 1.3145
O -0.2720 -0.6651 -2.2683
H 2.5022 1.4559 -2.0720
C 2.6927 0.4621 0.7569
N 0.6980 2.2760 -1.4596
Os 0.1460 0.4294 -0.8148
C 3.5224 -0.0536 3.1247
H 1.6766 -3.4873 2.8004
H -1.0212 3.3044 -0.9093
C 2.8601 -2.1894 4.0583
O 0.0434 -1.5814 0.1825
C -2.9546 -0.7157 0.1541
O -0.8747 0.8084 0.8685
*
```